The following is a DFT calculation (ωB97M-V/def2-TZVPD) of a structure of composition C4H8N2O at a distorted geometry.

XYZ file:
```
15
Properties=species:S:1:pos:R:3:forces:R:3
C 0.58699 -1.32600 0.44999 -2.3 -1.3 2.7
C 1.27144 -0.64384 -0.66574 -0.4 2.2 0.8
C -1.39728 1.32348 -0.09017 -0.3 -1.2 -0.2
C -0.10387 -0.06626 1.21825 4.8 -0.8 -4.8
N -0.39283 1.07261 -1.06234 -0.7 -2.0 0.5
N 0.77133 0.76216 -0.30314 -0.6 -0.7 0.3
O -1.32725 0.21023 0.94771 -1.8 0.6 0.0
H -0.20883 -2.03995 0.12781 0.6 0.4 0.5
H 1.22812 -1.79681 1.22852 -0.2 -0.2 -0.9
H 2.30743 -0.60198 -0.36639 0.7 -0.2 -1.2
H 0.96910 -0.89873 -1.69556 0.8 -0.2 0.4
H -1.17627 2.20981 0.45872 -0.4 0.8 0.2
H -2.38767 1.08044 -0.46722 -0.1 1.2 -0.2
H 0.59987 0.50333 1.78399 -0.5 0.3 1.6
H -0.74030 0.21149 -1.56444 0.6 1.0 0.3
```
Forces are in eV/Å.

The spin multiplicity is 1. The calculation puts the HOMO-LUMO gap at 8.91 eV. For the total energy, the calculation gives -341.79879 Eh. The LUMO energy is 0.0382 Ha. The calculation puts the relative energy (zero: lowest compared OMol25 entry of this formula, charge and spin) at 5.574 eV. The calculation puts the HOMO energy at -7.87 eV.

Here are the Mulliken charges for atoms 1 to 6, given in e:
1. C -0.471
2. C -0.491
3. C -0.358
4. C -0.009
5. N -0.276
6. N -0.524

The following is a DFT calculation (ωB97M-V/def2-TZVPD) of a cluster of 6 separate species, C51H78FIN2O16P2S in total at a distorted geometry.

XYZ file:
```
152
Properties=species:S:1:pos:R:3:forces:R:3
C -1.20927 8.37924 0.26253 0.9 0.7 0.6
C -0.44863 8.86092 -1.11156 -0.3 -0.6 -0.6
C -1.37126 8.64483 -2.48764 1.1 0.1 -0.2
C -1.00385 7.18940 -3.21309 0.6 0.6 -0.3
C -1.92984 6.85645 -4.52488 0.3 1.0 -0.1
C -3.50328 6.52676 -4.19926 0.3 0.4 -0.9
C -3.84273 4.94619 -3.92878 -0.6 0.1 0.4
C -3.00602 4.25151 -2.70249 2.0 -1.1 2.5
C -3.15412 4.89607 -1.19220 2.4 -3.2 -0.1
C -4.07559 6.18998 -0.78770 1.0 0.3 0.0
O -5.45820 6.14758 -1.35993 0.5 3.7 0.4
C -5.92549 7.56750 -1.35636 -1.6 3.9 0.0
C -6.00251 8.48063 0.03424 -0.7 1.1 -3.2
C -6.50070 10.07610 0.01678 0.4 -2.3 -3.1
C -6.93863 10.82190 -1.37827 1.5 -4.4 0.4
C -6.87068 9.91629 -2.77239 0.8 -1.0 3.6
C -6.39793 8.33065 -2.76176 0.0 1.9 2.6
C -2.25913 4.19518 0.01664 -0.3 -1.2 -2.5
O -2.30200 4.73130 1.39505 -0.8 -1.4 -2.4
C -1.25129 2.91162 -0.24180 -1.6 0.7 -3.2
C -1.09246 2.25516 -1.73046 -3.0 4.0 -0.1
C -2.00094 2.96314 -2.94348 0.1 1.0 2.3
C -1.87530 2.32327 -4.48301 -1.9 1.1 0.2
C -1.00857 3.29998 -5.47688 6.0 3.1 1.9
O 0.13863 3.91027 -5.08454 -8.7 -4.4 -3.5
F -1.57145 3.54234 -6.85717 1.6 -0.8 4.2
N -0.19855 1.12089 -2.15345 0.3 0.3 3.4
P 1.32729 1.70559 -2.89288 0.9 1.5 1.4
O 2.54875 1.39781 -1.68133 -1.5 0.7 -1.0
I 1.63512 0.20447 -4.87212 0.1 -0.2 0.8
C 0.15582 0.16617 -1.04641 0.9 -4.7 2.9
C 0.61004 -1.37237 -1.52050 0.0 0.5 3.7
C 1.08418 -2.53782 -0.41853 0.0 4.8 1.4
P 1.62306 -4.23570 -1.15481 -0.4 -0.7 -1.0
N 3.09174 -4.87344 -0.34776 0.8 1.4 -2.0
O 2.18055 -3.83845 -2.78765 -1.2 0.2 0.9
C 1.10896 -2.19549 1.21848 -0.9 2.8 -2.1
C 1.56353 -3.31961 2.33272 -1.1 0.4 -0.3
C 2.84760 -2.88977 3.25683 0.4 -0.5 1.9
C 2.39774 -2.12653 4.66502 0.1 -0.7 0.3
O 3.88066 -2.10357 2.56374 -0.4 0.7 1.4
C 0.64266 -0.66812 1.71612 0.0 -1.3 -4.2
C 0.19844 0.45828 0.56180 0.7 -2.9 -1.6
S -0.26123 2.17224 1.17744 -0.6 -0.7 -2.0
H -1.99610 9.17595 0.67498 1.5 -1.8 -1.2
H -0.37535 8.31606 1.10929 -1.9 0.0 -1.7
H -1.69535 7.32197 0.13751 0.9 2.0 0.2
H -0.10351 9.98459 -1.09453 -0.8 -2.2 0.3
H 0.53322 8.19753 -1.23895 -2.1 1.4 0.3
H -1.03087 9.51609 -3.22676 -0.9 -2.0 1.4
H -2.51599 8.78433 -2.28254 2.1 -0.3 -0.3
H 0.11387 7.32607 -3.60684 -2.4 -0.4 0.8
H -0.97547 6.29571 -2.45151 -0.3 1.8 -1.4
H -1.37821 6.04780 -5.17319 -1.3 1.4 1.3
H -1.93159 7.84913 -5.18784 0.0 -2.1 1.4
H -3.87064 7.26212 -3.35437 0.7 -1.8 -1.6
H -4.11400 6.84217 -5.17545 1.2 -0.8 2.1
H -3.72754 4.37222 -4.96700 0.0 1.1 2.5
H -4.99467 4.90093 -3.62226 2.5 0.0 -0.6
H -3.58313 7.20522 -1.17410 -0.8 -2.4 0.8
H -4.17975 6.27379 0.37467 0.5 -0.4 -2.2
H -5.66445 7.96983 1.05552 -0.9 1.4 -2.5
H -6.47061 10.60896 1.07584 -0.2 -1.1 -2.7
H -7.26172 11.97024 -1.37817 0.8 -3.0 -0.1
H -7.18567 10.50692 -3.76052 0.8 -1.8 2.3
H -6.38810 7.74901 -3.79727 0.0 1.3 2.6
H -3.15497 4.48926 1.86436 1.3 0.1 -1.2
H -1.52278 1.20811 -4.45135 -0.2 2.4 -0.2
H -2.98975 2.32263 -4.91063 2.5 -0.1 0.8
H 2.56311 2.16365 -1.02858 -0.2 -1.2 -1.3
H 0.61075 -1.68040 -2.66345 0.0 0.9 2.7
H 3.91407 -4.22614 -0.52301 -1.1 -0.8 0.6
H 3.39631 -5.78695 -0.80202 -1.0 1.5 0.6
H 1.40980 -3.83566 -3.42792 1.2 -0.2 1.3
H 0.63553 -3.43535 3.07427 2.0 0.3 -1.6
H 1.67503 -4.39172 1.82680 0.0 2.6 1.0
H 3.36426 -3.90686 3.60830 -1.3 2.1 -0.8
H 1.43878 -2.68415 5.10500 2.1 1.5 -1.0
H 3.23918 -2.25622 5.50024 -1.7 0.2 -2.0
H 2.24072 -0.97302 4.53538 0.1 -2.2 0.0
H 4.29604 -1.41136 3.18848 -1.3 -1.9 -1.3
H 0.62526 -0.38042 2.87377 0.0 -0.7 -2.9
C -4.24330 -4.33217 -0.06295 0.0 0.1 0.3
C -3.26530 -5.09480 -0.93266 -0.2 0.0 0.1
O -1.94135 -5.06896 -0.36576 0.6 -0.1 -0.1
C -1.49885 -5.91500 0.59008 1.2 0.1 0.6
C -2.48983 -6.78040 1.31126 -0.1 -0.7 -0.1
O -0.31230 -5.92258 0.91342 -1.9 0.3 -0.7
H -4.33351 -4.77754 0.93217 0.0 0.0 -0.2
H -5.23486 -4.31138 -0.52263 0.1 0.0 0.0
H -3.90174 -3.30131 0.08356 0.0 -0.2 -0.1
H -3.58623 -6.12274 -1.13128 0.1 0.1 0.2
H -3.19294 -4.60110 -1.90780 0.3 -0.1 0.2
H -2.77782 -6.29262 2.24542 0.0 0.0 -0.1
H -2.01385 -7.74034 1.53513 0.0 0.3 0.0
H -3.38027 -7.01167 0.72929 0.0 0.1 0.1
C 2.80534 -10.59680 -0.52461 0.1 0.2 0.2
C 1.63498 -11.02449 -1.38590 0.1 0.1 0.0
O 0.38751 -10.84293 -0.68895 -0.5 -0.2 0.0
C -0.29466 -9.67847 -0.62662 -1.3 0.2 0.7
C 0.37773 -8.41615 -1.07991 0.0 0.2 -0.7
O -1.42288 -9.64374 -0.13833 2.0 -0.5 -0.8
H 2.75468 -9.53393 -0.27062 0.0 -0.1 -0.1
H 3.75209 -10.78391 -1.03803 -0.1 0.0 0.0
H 2.80425 -11.14708 0.42300 0.0 0.0 -0.2
H 1.61723 -10.52097 -2.35815 0.0 0.1 0.2
H 1.71780 -12.09637 -1.59587 -0.3 0.2 0.1
H 0.80692 -7.90814 -0.21316 -0.1 0.0 -0.1
H -0.37421 -7.76975 -1.54350 0.1 0.0 0.4
H 1.14911 -8.57203 -1.83205 0.1 0.0 0.1
C 5.07157 -2.34435 -3.50229 0.1 0.3 -0.1
C 5.73953 -3.63257 -3.06777 -0.1 0.2 0.0
O 6.76337 -4.02402 -4.00233 0.3 -0.5 -0.1
C 8.03052 -3.55554 -3.99364 1.2 -0.6 -1.2
C 8.36150 -2.36840 -3.13796 0.3 0.0 0.7
O 8.88167 -4.04992 -4.73096 -1.9 0.6 1.3
H 5.78059 -1.51200 -3.53771 0.0 -0.1 0.1
H 4.26175 -2.07863 -2.81781 0.0 -0.1 -0.1
H 4.65874 -2.44909 -4.51194 0.0 -0.1 0.2
H 6.13804 -3.58133 -2.04911 0.1 0.1 -0.1
H 4.99750 -4.43834 -3.06781 0.3 0.0 -0.2
H 8.30925 -1.46274 -3.74671 0.0 -0.1 0.1
H 9.37976 -2.48978 -2.75513 -0.1 0.1 -0.3
H 7.72005 -2.26038 -2.26508 -0.1 0.1 -0.1
C 1.32757 -8.25313 4.30540 -0.3 0.0 0.2
C 2.55628 -7.37632 4.17911 -0.1 -0.2 0.0
O 2.31451 -6.06655 4.72768 0.2 0.6 0.0
C 2.42407 -5.75021 6.03655 -0.3 1.5 0.6
C 2.55367 -6.85473 7.04367 0.6 -0.3 0.3
O 2.34584 -4.57856 6.40210 0.1 -2.2 -1.0
H 1.04862 -8.41190 5.35123 0.1 -0.1 -0.1
H 1.49914 -9.22838 3.84239 0.0 0.1 0.0
H 0.46764 -7.77912 3.81895 0.2 -0.1 0.0
H 3.44826 -7.82897 4.62475 -0.2 0.1 0.1
H 2.78347 -7.22903 3.11771 -0.1 0.3 0.3
H 1.56661 -7.08488 7.45145 0.1 0.0 0.0
H 3.20891 -6.51287 7.85110 -0.3 0.1 -0.1
H 3.00720 -7.76201 6.64843 -0.2 0.0 -0.1
C -0.76258 4.06951 4.26156 -0.3 0.0 0.3
C 0.46614 4.94632 4.13527 -0.2 -0.1 0.0
O 0.22437 6.25609 4.68383 0.2 0.5 -0.1
C 0.33393 6.57242 5.99271 -0.3 1.7 0.6
C 0.46353 5.46790 6.99982 0.6 -0.3 0.3
O 0.25570 7.74407 6.35825 0.1 -2.1 -1.1
H -1.04152 3.91074 5.30738 0.1 0.0 -0.1
H -0.59100 3.09426 3.79855 0.0 0.2 0.0
H -1.62250 4.54352 3.77511 0.3 -0.1 0.0
H 1.35811 4.49367 4.58091 -0.2 0.1 0.1
H 0.69333 5.09361 3.07387 -0.1 0.3 0.2
H -0.52353 5.23776 7.40761 0.1 0.0 0.0
H 1.11877 5.80977 7.80726 -0.3 0.1 -0.1
H 0.91706 4.56063 6.60459 -0.2 -0.1 -0.1
```
Forces are in eV/Å.

The spin multiplicity is 1. The calculation puts the HOMO-LUMO gap at 6.80 eV. For the total energy, the calculation gives -4780.83122 Eh. The LUMO energy is -0.0300 Ha. The calculation puts the HOMO energy at -7.62 eV.

Here are the Mulliken charges for atoms 1 to 6, given in e:
1. C -0.520
2. C -0.601
3. C -0.336
4. C -0.375
5. C -0.711
6. C 0.341